{"formula": "C41H98N6O11", "method": "the ωB97M-V functional and the def2-TZVPD basis", "multiplicity": 1, "total_charge": 4, "gap_ev": 9.19, "e_tot_ha": -2775.86245, "homo_ha": -0.5686, "species": ["C", "C", "C", "N", "C", "C", "C", "C", "C", "C", "H", "H", "H", "H", "H", "H", "H", "H", "H", "H", "H", "H", "H", "H", "H", "H", "H", "H", "H", "H", "C", "C", "O", "N", "H", "H", "C", "H", "H", "H", "H", "H", "H", "C", "C", "O", "N", "H", "H", "C", "H", "H", "H", "H", "H", "H", "C", "C", "N", "C", "C", "C", "C", "C", "O", "C", "H", "H", "H", "H", "H", "H", "H", "H", "H", "H", "H", "H", "H", "H", "H", "H", "H", "H", "H", "H", "C", "C", "N", "C", "C", "C", "C", "C", "O", "C", "H", "H", "H", "H", "H", "H", "H", "H", "H", "H", "H", "H", "H", "H", "H", "H", "H", "H", "H", "H", "C", "C", "N", "C", "C", "C", "C", "C", "O", "C", "H", "H", "H", "H", "H", "H", "H", "H", "H", "H", "H", "H", "H", "H", "H", "H", "H", "H", "H", "H", "O", "C", "O", "O", "H", "O", "C", "O", "O", "H"], "coordinates": [[21.7461, -15.0831, -2.7340], [22.2739, -15.0519, -4.1766], [21.3217, -14.4958, -5.2544], [21.6709, -14.9395, -6.7128], [20.7341, -14.2737, -7.6004], [20.9115, -14.6737, -9.1235], [20.5264, -16.1177, -9.2339], [21.3816, -16.9241, -8.2662], [21.3431, -16.4398, -6.7632], [23.0564, -14.6527, -7.0868], [22.4268, -15.7981, -2.2336], [20.7421, -15.5274, -2.7330], [21.7971, -14.1246, -2.2897], [22.6480, -16.1157, -4.4682], [23.2094, -14.5289, -4.1751], [21.2528, -13.4402, -5.3017], [20.3793, -14.9894, -5.1894], [19.6625, -14.4242, -7.3750], [20.8344, -13.2166, -7.5450], [20.2440, -14.0452, -9.7537], [21.8565, -14.4969, -9.6061], [19.4736, -16.2784, -9.0009], [20.7110, -16.4180, -10.3025], [20.9028, -17.8993, -8.1774], [22.4152, -17.0648, -8.5522], [20.3241, -16.6141, -6.3832], [22.1013, -17.0026, -6.2279], [23.6872, -15.2627, -6.4675], [23.2647, -13.5812, -6.9591], [23.1422, -14.9138, -8.1655], [6.7849, -19.8726, -7.4494], [5.7866, -19.5262, -6.3954], [5.0320, -18.5385, -6.6263], [5.7385, -20.2806, -5.3298], [6.5738, -20.7720, -4.9899], [9.3080, -19.4813, -1.8481], [4.7902, -19.8764, -4.3088], [7.0363, -19.0054, -8.0165], [6.2715, -20.7318, -7.9567], [7.7241, -20.2549, -7.0590], [3.9817, -20.5690, -4.3635], [4.3819, -18.8553, -4.5220], [5.2095, -19.9235, -3.3269], [10.7631, -24.5730, -1.8421], [11.6910, -23.9237, -2.8337], [12.1043, -22.7281, -3.0987], [12.2678, -24.7656, -3.7124], [15.8643, -18.4958, -4.1658], [11.9176, -25.7513, -3.7345], [13.3269, -24.4756, -4.6709], [9.7878, -24.2040, -1.9703], [11.0027, -24.4079, -0.7636], [10.8071, -25.6332, -1.8827], [12.8838, -24.1704, -5.5990], [13.9534, -25.2995, -4.9722], [14.0128, -23.6978, -4.2709], [9.9828, -21.3535, 2.8791], [10.7060, -20.6714, 4.0617], [10.3536, -19.2157, 4.2861], [11.0608, -18.9274, 5.5834], [10.8995, -18.4407, 3.1847], [10.7941, -16.9190, 3.3529], [8.8241, -19.0516, 4.4204], [8.2173, -19.6341, 5.6706], [8.2615, -21.0856, 5.6528], [7.4909, -21.7367, 6.7322], [10.1603, -20.9052, 1.9207], [8.8769, -21.4021, 3.0961], [10.4242, -22.4221, 2.8815], [11.7475, -20.5944, 4.1152], [10.3738, -21.1339, 5.0373], [12.1601, -19.1504, 5.4147], [10.7872, -19.6810, 6.3766], [11.0059, -17.8971, 5.9053], [10.4121, -18.7655, 2.2513], [11.9474, -18.7019, 3.0859], [9.8268, -16.5402, 2.9954], [11.5007, -16.4024, 2.7012], [10.9357, -16.5034, 4.3246], [8.4101, -19.5411, 3.5516], [8.5480, -18.0125, 4.4089], [7.1414, -19.4595, 5.5589], [8.5972, -19.2197, 6.6336], [7.8146, -22.7539, 6.5896], [6.4016, -21.6269, 6.5531], [7.8882, -21.3894, 7.7178], [8.5234, -26.1477, -12.5371], [7.2568, -26.3079, -11.7137], [6.7418, -27.7127, -11.4311], [5.4977, -27.5902, -10.6909], [6.5551, -28.3798, -12.7693], [5.8968, -29.7026, -12.8068], [7.6973, -28.5164, -10.6644], [8.3405, -28.0026, -9.3868], [7.4132, -27.9562, -8.2949], [8.0896, -27.6010, -7.0835], [8.7937, -25.0393, -12.2969], [8.2503, -26.1720, -13.6300], [9.3551, -26.7299, -12.1766], [6.3558, -25.8507, -12.0574], [7.4048, -25.9646, -10.6582], [5.4856, -27.0121, -9.7852], [5.1367, -28.5742, -10.3784], [4.6535, -27.3556, -11.3390], [7.4892, -28.3880, -13.2327], [5.9188, -27.7065, -13.3039], [5.6528, -29.8851, -13.8774], [4.9936, -29.7115, -12.2611], [6.5618, -30.4089, -12.4257], [8.5016, -28.7236, -11.3828], [7.1470, -29.4720, -10.4497], [8.8309, -26.9894, -9.4429], [9.1019, -28.8043, -9.1827], [8.5409, -26.6080, -7.0692], [8.9041, -28.3471, -6.8581], [7.3818, -27.4609, -6.2343], [7.9412, -13.6655, -4.0866], [8.3289, -15.1425, -4.2253], [7.3465, -16.0338, -4.9448], [7.7968, -17.4980, -4.8170], [5.9421, -15.9076, -4.3099], [5.9121, -16.2948, -2.8281], [7.1278, -15.6057, -6.4147], [8.3846, -15.2997, -7.1661], [9.1630, -16.4773, -7.0867], [10.4533, -16.3536, -7.7540], [7.6786, -13.1870, -5.0222], [8.7648, -13.1954, -3.5605], [7.0940, -13.6492, -3.3874], [8.4660, -15.7090, -3.3399], [9.2860, -15.3130, -4.7616], [8.6950, -17.6297, -5.3632], [7.0367, -18.1402, -5.2434], [7.7732, -17.6620, -3.7261], [5.2419, -16.4712, -4.8985], [5.7146, -14.8438, -4.4191], [6.4441, -17.2311, -2.5582], [4.8772, -16.3435, -2.4880], [6.3235, -15.5661, -2.1348], [6.4820, -14.7185, -6.4142], [6.4818, -16.3238, -6.8740], [8.9515, -14.4675, -6.8061], [8.0316, -15.0991, -8.1520], [10.2446, -16.3172, -8.7782], [10.9598, -17.2717, -7.5079], [11.0976, -15.4933, -7.4735], [16.6022, -18.8790, -3.5945], [13.2263, -20.1298, -0.2949], [13.1190, -21.1699, 0.2217], [13.3105, -19.0276, -0.7999], [16.6282, -18.2873, -2.6578], [8.4512, -21.5140, -3.8538], [9.0647, -20.9435, -3.0517], [8.6002, -19.7529, -2.4414], [10.3348, -21.1710, -2.5401], [11.1808, -21.8242, -2.4819]], "forces_ev_per_angstrom": [[0.30, -1.92, -1.27], [0.71, -1.65, -0.99], [1.26, -1.70, -0.55], [-1.16, -1.12, 2.21], [-0.86, 0.82, -3.10], [-1.67, 0.79, 0.58], [0.86, -0.37, -1.17], [-0.80, -0.65, 1.43], [0.26, 0.12, -2.48], [0.12, 0.18, -1.21], [-0.49, 0.61, 0.22], [0.14, 0.33, 0.32], [-0.19, 0.86, 0.61], [-1.09, 1.58, 0.45], [0.46, 0.72, -0.09], [-0.14, 1.06, 0.25], [-0.99, 0.27, 0.66], [0.66, -0.58, 0.43], [0.57, 0.99, 0.43], [0.08, -0.24, 0.74], [0.74, 0.14, 0.42], [-0.08, 0.08, -0.07], [-0.30, -0.18, 1.10], [0.43, -0.36, -0.20], [0.15, 0.03, -0.37], [0.53, 0.37, 0.16], [-0.18, 0.16, 0.26], [0.48, -0.11, 0.10], [-0.09, -0.37, 0.05], [0.41, 0.18, 1.04], [-0.16, -1.68, 0.44], [-0.46, 2.99, -2.68], [1.00, -1.61, 0.83], [0.34, -0.25, 2.31], [-0.48, 0.09, -0.60], [0.13, -0.07, 0.02], [-0.71, 0.64, -0.33], [-0.33, 0.32, -0.86], [0.75, 0.99, -0.36], [0.07, -0.28, 0.31], [-0.89, -0.35, 0.26], [0.53, -0.95, 0.14], [0.46, -0.02, 0.58], [1.15, 1.16, 1.52], [3.20, 0.96, -3.14], [-1.99, -1.01, 3.07], [-0.79, -3.48, 0.50], [1.42, -0.53, 1.47], [0.64, 1.37, 0.26], [0.33, 1.33, 0.31], [-1.43, 0.35, -0.29], [0.24, 0.54, -0.90], [-0.10, -0.90, -0.66], [-0.21, 0.74, -0.46], [-0.14, -0.86, 0.67], [-0.73, -0.38, -0.33], [0.42, -1.60, 1.59], [-2.70, -0.61, 1.12], [-1.12, -0.54, 1.70], [1.75, -0.99, 0.48], [0.38, 1.52, -0.93], [-0.86, 0.26, -1.45], [0.85, -0.43, 0.36], [-1.04, -1.80, 0.42], [0.21, 0.76, 0.61], [1.17, 0.84, -0.72], [0.18, 0.18, -0.47], [1.32, -0.23, -0.28], [-0.95, 1.62, -0.22], [1.70, -0.74, -0.79], [0.30, 0.03, -1.39], [-1.20, 0.45, -0.01], [-0.19, 1.13, -0.91], [-0.48, 0.03, 0.07], [0.04, 0.18, 0.45], [0.19, -0.23, 0.14], [0.04, -0.23, 0.23], [0.21, -0.32, 0.03], [0.25, -0.11, 0.82], [-0.14, 0.04, -0.19], [0.31, 0.57, -0.14], [0.06, 0.86, 0.34], [-0.26, -0.16, -0.70], [-0.35, -0.50, 0.24], [0.67, 0.11, 0.41], [-0.79, -0.10, -0.66], [-1.30, 2.85, -0.33], [0.29, -0.60, 2.53], [0.56, 0.49, -0.36], [-2.55, -1.55, -0.02], [-1.70, 0.97, 0.36], [-0.14, 0.38, -1.33], [0.50, -1.45, 0.20], [0.07, 0.05, 0.89], [0.49, 0.41, -0.08], [0.18, -0.32, 0.88], [-0.23, -1.83, -0.68], [0.92, -0.34, 1.09], [0.19, -0.43, -0.34], [-0.16, 0.87, -0.74], [0.02, 0.22, -1.00], [0.68, 0.60, 0.03], [0.66, -0.17, 0.19], [0.34, 0.88, -0.28], [1.57, -0.04, -0.68], [-0.26, 0.75, -0.45], [0.26, -0.21, 0.80], [-1.10, -0.14, 0.54], [0.79, -1.70, 0.37], [-0.02, -0.18, 0.42], [0.80, 0.77, -0.04], [-0.17, -1.03, -0.35], [-0.28, 0.87, -0.02], [0.32, 0.19, -0.87], [-0.93, 0.59, -0.01], [0.13, -0.97, -0.81], [-0.37, -1.57, 1.10], [0.69, -0.50, -1.80], [-1.48, -0.20, -1.08], [-1.46, 1.12, 0.98], [1.17, 0.66, 0.92], [0.11, -0.29, 0.49], [-0.25, 1.04, 1.38], [-0.31, -1.64, 0.45], [1.42, 0.65, -0.37], [-0.61, -0.16, 1.46], [0.18, 0.13, -0.04], [0.11, 0.39, -0.27], [0.10, 0.46, -0.31], [0.11, 0.27, 1.47], [-0.52, 0.39, 0.11], [0.96, -0.05, 0.08], [-0.17, 0.32, -0.08], [0.81, -0.33, -0.83], [-0.06, -0.48, -0.38], [-0.25, -0.26, 0.04], [-0.76, 0.34, -0.40], [-0.07, -0.39, -0.27], [0.35, 0.49, -0.34], [0.33, 0.09, 0.32], [0.06, -1.04, -0.31], [0.20, 0.78, 0.37], [0.10, 0.28, -1.17], [0.02, 0.11, -1.75], [0.32, -0.24, -0.04], [-0.74, -0.27, 0.23], [-1.03, 2.92, 2.69], [0.14, 3.22, -1.38], [0.13, 1.17, -0.63], [-0.31, -4.41, 1.97], [-0.39, -2.37, -4.16], [-1.60, -1.47, -1.94], [4.34, 2.23, 3.74], [0.10, -1.43, -0.94], [-2.42, 1.61, 0.45], [-0.81, -0.59, -1.91]]}